24
Properties=species:S:1:pos:R:3:forces:R:3:nbo_charge:R:1 method="wB97M-V/def2-TZVPD" smiles="C/C=C/SO[C@@H]1C=CC=C2N=CN=C21" fmax_ev_per_a=4.7 lumo_energy_ev=-1.1 energy_ev=-26390.817 homo_ev=-8.025 homo_lumo_gap_ev=6.933 de_lowest_kj_mol=503.76
C -2.72930 0.74259 1.17618 -0.4 -2.7 -0.6 -0.6578
C -1.30794 0.59129 1.66378 -0.9 -3.3 1.6 -0.1843
C -0.95361 -0.64223 2.20892 0.9 4.3 -1.7 -0.4216
S 0.67314 -1.10963 2.70935 -1.0 -1.3 0.5 0.6059
O 1.66597 -0.17000 1.86650 1.1 1.3 -1.3 -0.6747
C 2.05563 -0.39497 0.48246 -1.6 -2.6 0.1 0.0052
C 2.62236 0.84749 -0.05291 -0.4 -1.6 3.2 -0.1326
C 2.50225 1.21369 -1.26992 0.0 0.7 -3.8 -0.2346
C 1.78992 0.44708 -2.28240 -0.9 -0.7 1.2 -0.1062
C 1.04823 -0.60290 -1.89850 0.1 -1.2 2.3 0.0591
N 0.32526 -1.56530 -2.56502 -0.4 -0.2 -2.0 -0.4662
C -0.00507 -2.46620 -1.70172 0.8 1.2 -0.1 0.2459
N 0.40298 -2.20587 -0.41047 0.8 0.1 2.1 -0.4867
C 1.06954 -1.09551 -0.44658 -0.1 1.0 -1.7 0.2502
H -2.61149 1.12883 0.14474 -0.9 0.8 0.7 0.2242
H -3.07779 -0.34767 0.91749 0.1 1.9 0.8 0.2034
H -3.44202 1.19166 1.95146 1.0 -0.1 -1.6 0.2332
H -0.75978 1.48158 1.50714 1.3 0.4 0.3 0.2044
H -1.72159 -1.36653 2.15368 -0.4 -1.0 0.3 0.2229
H 2.84982 -1.18386 0.38772 0.0 0.5 0.6 0.2410
H 3.16824 1.30752 0.71889 0.8 1.2 0.5 0.2277
H 3.02057 2.05537 -1.65335 0.4 0.9 -0.1 0.2202
H 1.81544 0.71453 -3.29568 0.2 0.5 -1.3 0.2249
H -0.45500 -3.41851 -1.90588 -0.4 0.0 -0.3 0.1963